1.
Molecular formula: C32H51N2O9PSi
Method: DFT, the ωB97M-V functional and the def2-TZVPD basis

Structure (ORCA input):
```
! RIJCOSX wB97M-V def2-TZVPD def2/J DEFGRID3
* xyz 0 1
C -4.697 -3.090 -0.094
C -4.034 -2.184 -1.118
C -5.015 -1.649 -2.141
C -4.384 -0.943 -3.330
C -3.627 0.355 -3.023
C -2.195 0.169 -2.483
C -1.165 1.146 -3.077
C 0.018 0.402 -3.701
Si 1.203 -0.363 -2.443
C 0.986 0.278 -0.685
C 0.692 -0.731 0.427
C 0.856 -0.139 1.849
C 0.477 1.318 2.037
N -0.950 1.600 1.993
C -2.006 0.735 1.882
C -3.162 1.461 1.924
C -2.805 2.812 2.056
C -1.443 2.870 2.099
C 2.951 0.202 -2.927
C 3.659 -0.523 -4.017
O 3.761 -0.071 -5.141
C 4.260 -1.853 -3.687
C 4.842 -2.111 -2.452
C 5.403 -3.350 -2.202
C 5.370 -4.342 -3.163
C 4.782 -4.089 -4.389
C 4.238 -2.850 -4.650
P 0.818 -2.606 -2.592
N -0.540 -3.026 -1.967
O 0.885 -3.006 -4.153
O 2.033 -3.504 -2.036
H -5.512 -2.586 0.424
H -3.984 -3.432 0.653
H -5.109 -3.977 -0.572
H -3.542 -1.372 -0.596
H -3.242 -2.747 -1.617
H -5.581 -2.504 -2.519
H -5.744 -0.998 -1.653
H -3.742 -1.649 -3.858
H -5.190 -0.694 -4.021
H -4.209 0.925 -2.301
H -3.556 0.904 -3.959
H -2.213 0.256 -1.399
H -1.883 -0.838 -2.751
H -1.649 1.719 -3.868
H -0.825 1.875 -2.345
H -0.385 -0.359 -4.369
H 0.603 1.073 -4.330
H 1.931 0.767 -0.443
H 0.227 1.056 -0.666
H 1.395 -1.561 0.362
H -0.303 -1.144 0.321
H 1.882 -0.264 2.187
H 0.238 -0.729 2.526
H 0.842 1.647 3.009
H 0.970 1.947 1.300
H -1.887 -0.327 1.804
H -4.158 1.063 1.891
H -3.473 3.650 2.132
H -0.811 3.732 2.208
H 2.819 1.235 -3.247
H 3.592 0.222 -2.050
H 4.851 -1.383 -1.655
H 5.854 -3.558 -1.243
H 5.783 -5.318 -2.965
H 4.734 -4.845 -5.156
H 3.786 -2.646 -5.608
H -1.055 -2.260 -1.558
H 1.259 -2.299 -4.689
H 2.678 -2.977 -1.555
C -4.954 5.772 5.457
C -5.200 4.354 5.901
C -4.164 3.776 6.847
O -4.206 2.380 6.531
C -4.624 2.255 5.246
O -4.574 1.260 4.608
O -5.096 3.442 4.793
H -5.739 6.108 4.782
H -4.931 6.438 6.319
H -4.003 5.842 4.927
H -6.203 4.247 6.323
H -4.394 3.925 7.898
H -3.162 4.154 6.630
C 6.256 0.209 3.696
C 5.494 -0.168 2.453
C 6.338 -0.428 1.221
O 5.451 -0.046 0.157
C 4.580 0.870 0.652
O 3.833 1.512 -0.011
O 4.672 0.926 1.995
H 5.576 0.378 4.530
H 6.946 -0.589 3.969
H 6.820 1.127 3.530
H 4.829 -1.015 2.647
H 6.635 -1.466 1.101
H 7.220 0.214 1.184
*
```

Relative energy (zero: lowest compared OMol25 entry of this formula, charge and spin) in eV: 0.000
SMILES string: CCCCCCCC[Si@](CCCCn1cccc1)(CC(=O)c1ccccc1)P(=N)(O)O.C[C@@H]1COC(=O)O1.C[C@@H]1COC(=O)O1
Gap between HOMO and LUMO in eV: 8.0617

2.
Molecular formula: C32H52BI2NO8S
Method: DFT, the ωB97M-V functional and the def2-TZVPD basis

Structure (ORCA input):
```
! RIJCOSX wB97M-V def2-TZVPD def2/J DEFGRID3
* xyz 0 1
H -4.733 -0.796 -1.176
N -4.198 -0.179 -1.787
C -3.705 0.796 -1.136
C -2.905 1.793 -1.919
C -3.983 0.938 0.357
C -2.833 1.409 1.267
I -2.853 3.629 1.126
O -1.552 1.106 0.782
C -0.944 -0.179 0.731
I -2.148 -1.954 1.115
C 0.170 -0.202 1.793
C 0.973 1.096 1.913
C 1.867 1.459 0.719
C 3.287 1.961 1.082
C 4.336 1.101 0.363
C 4.565 -0.222 1.109
C 4.867 -1.424 0.207
C 4.251 -2.667 0.810
O 4.526 -3.797 -0.023
C 3.890 -4.963 0.189
C 2.889 -5.052 1.311
O 4.143 -5.904 -0.518
C -0.431 -0.291 -0.720
C 0.435 -1.485 -1.056
O 1.619 -1.487 -0.784
C -0.148 -2.648 -1.791
C 0.609 -3.816 -1.846
C 0.156 -4.925 -2.536
C -1.063 -4.873 -3.200
C -1.826 -3.715 -3.149
C -1.378 -2.607 -2.453
C -3.096 1.062 2.738
O -2.543 2.064 3.609
C -2.603 1.700 4.971
C -1.456 2.335 5.766
C -0.184 2.524 4.957
B -4.662 0.913 3.081
C -5.257 -0.513 3.385
O -5.444 2.037 3.121
H -2.405 1.256 -2.721
H -2.149 2.308 -1.337
H -3.559 2.539 -2.370
H -4.803 1.647 0.461
H -4.307 -0.051 0.678
H -0.334 -0.348 2.754
H 0.806 -1.075 1.653
H 1.622 0.953 2.783
H 0.319 1.924 2.179
H 1.974 0.619 0.041
H 1.373 2.247 0.147
H 3.449 1.923 2.159
H 3.406 2.982 0.721
H 4.003 0.913 -0.658
H 5.268 1.664 0.278
H 5.381 -0.081 1.817
H 3.654 -0.439 1.674
H 4.447 -1.270 -0.786
H 5.941 -1.577 0.092
H 4.638 -2.829 1.821
H 3.181 -2.495 0.893
H 3.362 -4.956 2.286
H 2.357 -5.991 1.214
H 2.158 -4.246 1.239
H -1.327 -0.372 -1.329
H 0.035 0.643 -1.013
H 1.567 -3.848 -1.352
H 0.764 -5.818 -2.557
H -1.414 -5.728 -3.760
H -2.767 -3.683 -3.680
H -1.997 -1.721 -2.441
H -2.577 0.138 3.003
H -2.566 0.610 5.096
H -3.547 2.045 5.411
H -1.284 1.745 6.666
H -1.810 3.311 6.104
H 0.073 1.606 4.431
H -0.257 3.355 4.264
H 0.652 2.727 5.629
H -5.150 -1.134 2.491
H -6.295 -0.497 3.711
H -4.628 -0.990 4.140
H -6.313 1.872 2.743
O -0.104 1.059 -3.459
S 0.891 2.075 -3.708
O 1.599 2.688 -2.613
C 2.054 1.446 -4.912
C 1.446 1.836 -6.256
C 0.940 3.276 -6.087
C 0.166 3.338 -4.764
H 2.164 0.373 -4.769
H 3.005 1.949 -4.738
H 2.177 1.754 -7.059
H 0.611 1.174 -6.491
H 1.791 3.960 -6.050
H 0.310 3.583 -6.920
H 0.260 4.298 -4.263
H -0.885 3.088 -4.893
*
```

SMILES string: [H]/N=C(/C)C[C@](I)(O[C@](I)(CCCCCCCCOC(C)=O)CC(=O)c1ccccc1)[C@@H](OCCC)B(C)O.O=S1(=O)CCCC1
Gap between HOMO and LUMO in eV: 9.0065

3.
Molecular formula: C32H52Br12N4O
Method: DFT, the ωB97M-V functional and the def2-TZVPD basis

Structure (ORCA input):
```
! RIJCOSX wB97M-V def2-TZVPD def2/J DEFGRID3
* xyz 0 1
C 4.912 -1.819 0.149
C 5.493 -2.451 -0.961
C 5.405 -1.489 -1.959
N 4.770 -0.392 -1.548
C 4.481 -0.594 -0.276
H 4.739 -2.139 1.165
H 5.895 -3.452 -1.016
H 5.883 -1.597 -2.921
H 4.522 0.429 -2.081
H 3.867 0.101 0.278
C 0.480 1.224 0.319
C -0.861 1.423 0.816
C -1.523 0.154 0.784
N -0.637 -0.762 0.244
C 0.485 -0.046 -0.114
H 1.236 1.989 0.219
H -1.358 2.269 1.266
H -2.494 -0.106 1.180
H -0.793 -1.755 0.149
H 1.307 -0.612 -0.528
C 0.862 -4.475 -1.372
C 0.728 -4.570 -2.772
C 1.768 -3.834 -3.305
N 2.356 -3.195 -2.311
C 1.854 -3.606 -1.125
H 0.208 -4.976 -0.673
H -0.028 -5.141 -3.291
H 2.157 -3.779 -4.311
H 3.045 -2.459 -2.367
H 2.293 -3.143 -0.253
C -5.278 -1.404 3.395
C -6.148 -2.058 2.457
C -6.224 -1.201 1.388
N -5.450 -0.087 1.664
C -4.878 -0.251 2.893
H -4.909 -1.829 4.317
H -6.737 -2.958 2.554
H -6.925 -1.213 0.567
H -5.432 0.701 1.033
H -4.245 0.457 3.407
C 4.856 3.385 3.392
C 4.575 3.097 1.878
C 4.817 4.501 1.328
O 5.847 5.036 2.077
C 5.653 4.710 3.447
H 5.393 2.558 3.857
H 3.901 3.491 3.908
H 3.541 2.757 1.830
H 5.246 2.418 1.351
H 3.909 5.102 1.381
H 5.141 4.452 0.288
H 5.132 5.499 3.989
H 6.570 4.535 4.011
Br -2.188 -2.556 -4.714
C -0.488 -1.525 -4.833
C -0.137 -1.009 -3.374
Br 1.582 0.013 -3.438
H -0.666 -0.682 -5.502
H 0.261 -2.127 -5.347
H -0.057 -1.829 -2.660
H -0.858 -0.316 -2.940
Br 3.570 3.028 -2.108
C 1.819 3.830 -2.392
C 1.835 4.854 -3.584
Br 2.041 3.630 -5.106
H 1.379 4.257 -1.491
H 1.131 3.016 -2.621
H 2.775 5.391 -3.456
H 0.997 5.519 -3.788
Br -6.551 -3.495 -1.819
C -4.553 -3.117 -2.148
C -3.986 -1.923 -1.331
Br -4.241 -0.192 -2.216
H -4.539 -3.023 -3.234
H -4.091 -4.076 -1.913
H -2.907 -2.021 -1.214
H -4.413 -1.862 -0.330
Br 0.134 0.255 5.777
C 0.013 1.263 4.102
C 0.765 2.613 4.282
Br 0.582 3.819 2.651
H -0.989 1.593 3.827
H 0.503 0.643 3.351
H 1.847 2.479 4.270
H 0.632 3.214 5.182
Br -3.598 5.063 -2.360
C -4.178 4.179 -0.657
C -3.248 4.589 0.539
Br -3.610 3.534 2.148
H -4.124 3.104 -0.826
H -5.183 4.487 -0.366
H -3.293 5.640 0.824
H -2.221 4.457 0.200
Br -3.147 -8.231 1.256
C -3.329 -6.268 0.976
C -1.976 -5.670 1.195
Br -1.942 -3.722 0.713
H -4.054 -5.903 1.705
H -3.849 -6.003 0.055
H -1.141 -6.127 0.662
H -1.717 -5.690 2.254
*
```

SMILES string: c1cc[nH]c1.c1cc[nH]c1.c1cc[nH]c1.c1cc[nH]c1.C1CCOC1.BrCCBr.BrCCBr.BrCCBr.BrCCBr.BrCCBr.BrCCBr
Gap between HOMO and LUMO in eV: 8.4214

In the order shown, the computed HOMO energy values come out to -7.881 -8.927 -8.380 eV.